Entry from OMol25: one molecule with the formula C7H10 in a non-equilibrium geometry (ωB97M-V/def2-TZVPD).

Structure (ORCA input):
```
! wB97M-V def2-TZVPD RIJCOSX def2/J DEFGRID3
* xyz 0 1
C -1.978 -0.323 -0.143
C -1.539 1.019 -0.594
C -0.484 -0.196 -0.032
C 0.667 -1.000 -0.798
C 1.613 -0.717 0.392
C 1.641 0.775 0.583
C 0.503 -0.026 1.158
H -2.351 -0.962 -0.939
H -2.578 -0.346 0.762
H -1.678 1.288 -1.655
H -1.841 1.884 0.025
H 0.419 -2.047 -1.061
H 1.077 -0.553 -1.707
H 2.430 -1.326 0.794
H 1.375 1.395 -0.271
H 2.374 1.224 1.250
H 0.351 -0.087 2.238
*
```

Values from the calculation:
E: -7417.78718 eV
energy above the lowest of the compared OMol25 structures with the same formula, charge and spin: 74.9 kcal/mol
molar mass: 94.2 u
SMILES: C1[C@@H]2CC3(CC3)[C@H]12
Kohn-Sham gap: 10.06 eV